--- i ---
Below is C31H50AsN4O10PSTa as an isolated structure, with properties calculated with ωB97M-V/def2-TZVPD.

Element x y z (Å)
Ta 0.0824 0.1203 -0.2464
O -2.2576 3.1054 1.4421
C -1.3352 2.3370 1.5059
O -1.0794 1.4892 0.4979
C -0.4512 2.2230 2.7031
C -1.0248 2.6084 3.9170
C -0.3191 2.5149 5.0992
C 0.9981 2.0700 5.0669
C 1.5905 1.7245 3.8658
C 0.8797 1.7790 2.6645
S 1.7485 1.3783 1.1811
H -2.0410 2.9805 3.9026
H -0.7815 2.7984 6.0350
H 1.5712 2.0024 5.9830
H 2.6239 1.4024 3.8410
O -2.6473 -0.2391 -3.2971
C -2.0232 -0.3237 -2.2763
O -0.9423 0.3757 -1.9891
C -2.3497 -1.3156 -1.1396
O -3.2344 -2.1234 -1.1855
O -1.5012 -1.1757 -0.1394
C -3.0896 -2.8269 -5.7018
N -1.7897 -2.8337 -5.0572
C -0.6434 -2.5136 -5.8809
C -1.6876 -2.9596 -3.7341
O -0.6418 -2.8559 -3.0846
H -3.2994 -1.8385 -6.1142
H -3.8599 -3.0644 -4.9718
H -3.1185 -3.5632 -6.5059
H -0.7689 -1.5271 -6.3328
H -0.5364 -3.2498 -6.6789
H 0.2496 -2.5156 -5.2624
H -2.6455 -3.1575 -3.2401
C -1.3994 -1.3305 8.1969
C -1.2885 -1.2208 6.7056
C -2.3653 -0.7797 5.9443
C -2.2740 -0.6356 4.5713
C -3.4834 -0.1433 3.8171
C -1.0485 -0.9516 3.9349
C -0.9781 -0.6858 2.5255
O 0.0136 -0.8388 1.7851
C 0.0513 -1.4174 4.6935
C 1.3555 -1.8141 4.0676
C -0.0949 -1.5394 6.0620
H -2.4334 -1.4638 8.5102
H -1.0252 -0.4177 8.6663
H -0.8066 -2.1611 8.5776
H -3.3000 -0.5423 6.4380
H -4.3151 -0.0056 4.5045
H -3.8026 -0.8484 3.0484
H -3.2974 0.8173 3.3317
H -1.8868 -0.2949 2.0666
H 1.2065 -2.6905 3.4333
H 1.7625 -1.0215 3.4404
H 2.0790 -2.0722 4.8391
H 0.7428 -1.8960 6.6502
C -1.0810 3.1709 -3.1581
N 0.1145 3.2607 -2.3225
C -0.0428 4.1315 -1.1548
P 1.3716 2.2406 -2.4656
O 1.3849 1.0108 -1.5452
N 2.6815 3.1292 -2.0685
C 2.8448 4.5388 -2.3969
C 3.9105 2.4853 -1.6149
N 1.4285 1.6452 -3.9882
C 1.6222 2.5652 -5.1013
C 0.9537 0.3204 -4.3709
H -1.9354 2.8595 -2.5556
H -0.9488 2.4372 -3.9476
H -1.2931 4.1465 -3.6009
H -0.9881 3.9108 -0.6584
H -0.0495 5.1803 -1.4614
H 0.7688 3.9720 -0.4459
H 1.9201 4.9551 -2.7872
H 3.6320 4.6712 -3.1447
H 3.1261 5.0973 -1.5012
H 3.7232 1.4469 -1.3575
H 4.2780 2.9950 -0.7225
H 4.6797 2.5316 -2.3907
H 2.0083 3.5205 -4.7495
H 0.6862 2.7507 -5.6367
H 2.3448 2.1455 -5.8034
H 0.9827 -0.3573 -3.5231
H 1.6057 -0.0652 -5.1583
H -0.0744 0.3524 -4.7451
C 2.1233 -3.7448 -2.1487
As 1.4021 -3.1386 -0.4967
C 2.7152 -3.3798 0.8666
C -0.2381 -3.9884 -0.0405
O 1.2082 -1.4549 -0.6203
H 2.3383 -4.8101 -2.0708
H 3.0428 -3.1930 -2.3358
H 1.3815 -3.5542 -2.9210
H 2.7992 -4.4339 1.1268
H 2.4168 -2.7961 1.7333
H 3.6686 -3.0117 0.4924
H -0.0485 -5.0546 0.0819
H -0.9406 -3.8083 -0.8514
H -0.6111 -3.5528 0.8836

The value obtained for the HOMO energy is -0.3789 Eh. As for the orbital gap: 7.42 eV. As for the charge: +1. For the LUMO energy, the calculation gives -2.89 eV.

--- ii ---
Below is C31H50AsN4O10PSTa as an isolated structure, with properties calculated with ωB97M-V/def2-TZVPD.

Element x y z (Å)
Ta 0.0779 -0.3378 0.0055
O 3.9686 0.5830 0.5198
C 2.8240 0.9217 0.6856
O 1.8554 0.0012 0.6364
C 2.3991 2.3114 0.9703
C 3.4309 3.2580 0.9602
C 3.1877 4.5894 1.2191
C 1.8867 4.9901 1.5066
C 0.8608 4.0667 1.5175
C 1.0870 2.7135 1.2431
S -0.3599 1.7034 1.2824
H 4.4307 2.9101 0.7382
H 3.9937 5.3104 1.2031
H 1.6691 6.0301 1.7158
H -0.1502 4.3956 1.7263
O -0.5972 -2.3297 -3.5406
C -0.6016 -1.5781 -2.6009
O 0.1885 -1.6726 -1.5629
C -1.5693 -0.3767 -2.4426
O -2.4539 -0.1283 -3.2099
O -1.3002 0.2968 -1.3468
C 5.8658 -0.7184 3.0222
N 5.1524 -1.8158 2.4058
C 5.8789 -2.6130 1.4417
C 3.8310 -1.9557 2.5432
O 3.1423 -2.8155 1.9946
H 6.7065 -1.0923 3.6087
H 5.1944 -0.1705 3.6817
H 6.2306 -0.0308 2.2580
H 6.7870 -3.0141 1.8931
H 6.1539 -2.0010 0.5779
H 5.2458 -3.4311 1.1142
H 3.3935 -1.2433 3.2586
C -1.5216 4.0166 -6.5686
C -0.7309 3.2276 -5.5735
C -0.5893 3.6718 -4.2637
C 0.1106 2.9453 -3.3170
C 0.2287 3.4933 -1.9315
C 0.6974 1.7181 -3.7162
C 1.2520 0.7966 -2.7826
O 1.1568 0.8245 -1.5414
C 0.6042 1.2720 -5.0642
C 1.1994 -0.0203 -5.5505
C -0.1198 2.0341 -5.9575
H -1.8564 4.9654 -6.1539
H -2.3996 3.4513 -6.8875
H -0.9257 4.2185 -7.4601
H -1.0369 4.6153 -3.9741
H 0.0648 4.5704 -1.9466
H 1.2006 3.2947 -1.4874
H -0.5231 3.0361 -1.2809
H 1.7364 -0.0892 -3.2081
H 0.6210 -0.8818 -5.2051
H 2.2340 -0.1553 -5.2332
H 1.1915 -0.0320 -6.6385
H -0.2172 1.6941 -6.9817
C -5.5641 -0.2979 1.8632
N -4.2898 -0.3165 1.1612
C -4.3953 -0.1201 -0.2804
P -2.8825 -0.4516 1.9933
O -1.7788 -0.5898 0.9585
N -2.8485 0.8073 3.0409
C -3.4154 2.1090 2.7115
C -1.9440 0.8572 4.1847
N -2.8293 -1.7620 3.0025
C -3.6587 -1.8501 4.2002
C -2.5552 -3.0687 2.4251
H -6.1684 -1.1707 1.6012
H -6.1298 0.5978 1.5911
H -5.4207 -0.2854 2.9426
H -4.9092 -0.9633 -0.7479
H -3.4113 0.0013 -0.7196
H -4.9715 0.7862 -0.4872
H -4.0671 2.0389 1.8434
H -2.6206 2.8252 2.4934
H -3.9972 2.4725 3.5623
H -1.4769 -0.1117 4.3469
H -2.5064 1.1347 5.0804
H -1.1605 1.5973 4.0137
H -3.8505 -0.8641 4.6163
H -3.1338 -2.4443 4.9507
H -4.6181 -2.3355 3.9900
H -1.8561 -2.9529 1.6069
H -3.4712 -3.5571 2.0712
H -2.1056 -3.7062 3.1892
C 0.9278 -4.7511 1.8741
As 0.7284 -3.6678 0.3055
C -0.7176 -4.4123 -0.7275
C 2.3228 -3.5834 -0.7490
O 0.2144 -2.1273 0.8674
H 1.1931 -5.7553 1.5390
H -0.0215 -4.7930 2.4024
H 1.7112 -4.3332 2.4945
H -0.6362 -5.4988 -0.6822
H -0.6529 -4.0753 -1.7590
H -1.6675 -4.1131 -0.2909
H 3.0103 -4.3389 -0.3759
H 2.7766 -2.6052 -0.6149
H 2.0609 -3.7480 -1.7907

The value obtained for the HOMO energy is -0.3832 Eh. As for the orbital gap: 7.33 eV. As for the charge: +1. For the LUMO energy, the calculation gives -3.10 eV.

Name the most stable of them. i.